No. 1
Computed, not measured: a 15-piece molecular cluster, C46H57N17O3S overall in a non-equilibrium geometry, with the ωB97M-V functional and the def2-TZVPD basis.

For the maximum force, the calculation gives 9.999 eV Å⁻¹. For the molar mass, the calculation gives 928.1 g mol⁻¹. Its HOMO energy is -7.248 eV. For the HOMO-LUMO gap, the calculation gives 0.2670 Eh. The value obtained for the LUMO energy is 0.016 eV.

CARTESIAN COORDINATES (ANGSTROEM)
1 N 0.22 -1.66 2.72
2 C 0.91 -1.95 1.83
3 O 1.61 -1.82 0.63
4 N 0.93 -2.46 -0.44
5 C -0.53 -2.32 -0.35
6 C -1.32 -3.59 -0.09
7 C -2.81 -3.43 0.00
8 C -3.50 -2.09 -0.12
9 C -2.71 -0.83 -0.37
10 C -1.23 -0.98 -0.50
11 S -0.09 0.43 -0.86
12 C 1.09 -0.38 -2.03
13 C 1.61 0.29 -3.27
14 C 1.19 1.76 -3.68
15 C -0.37 1.99 -3.73
16 O -0.74 2.89 -2.64
17 C -2.09 2.74 -2.30
18 O -2.94 3.09 -3.11
19 C 2.53 -0.54 -4.14
20 C 2.90 -1.96 -3.77
21 C 2.39 -2.63 -2.52
22 C 1.46 -1.80 -1.66
23 H -0.76 -4.58 -0.02
24 H -3.40 -4.38 0.15
25 H -4.63 -1.95 -0.03
26 H -3.20 0.18 -0.46
27 H 1.68 1.96 -4.68
28 H 1.67 2.48 -2.94
29 H -0.98 1.04 -3.76
30 H -0.64 2.56 -4.69
31 H -2.32 2.30 -1.29
32 H 2.90 -0.05 -5.09
33 H 3.57 -2.54 -4.47
34 H 2.66 -3.68 -2.21
35 C 0.58 3.90 1.87
36 C -0.76 3.67 1.28
37 N -1.82 3.51 0.82
38 H 0.89 3.02 2.43
39 H 1.31 4.09 1.08
40 H 0.55 4.75 2.55
41 C -1.67 7.21 4.19
42 C -0.34 6.72 4.66
43 N 0.73 6.34 5.05
44 H -1.62 7.43 3.12
45 H -2.43 6.44 4.36
46 H -1.94 8.11 4.73
47 C -1.26 5.79 8.85
48 C -0.41 5.90 7.63
49 N 0.26 6.00 6.68
50 H -1.10 4.82 9.32
51 H -0.99 6.57 9.56
52 H -2.31 5.89 8.59
53 C 3.72 -2.20 -7.76
54 C 3.13 -0.88 -7.42
55 N 2.66 0.15 -7.15
56 H 4.80 -2.10 -7.88
57 H 3.52 -2.91 -6.96
58 H 3.29 -2.57 -8.69
59 C 0.27 2.08 5.86
60 C 1.29 2.74 4.99
61 N 2.08 3.25 4.32
62 H 0.71 1.85 6.83
63 H -0.58 2.75 6.00
64 H -0.07 1.16 5.39
65 C -6.52 0.24 -2.19
66 C -6.29 -0.46 -0.89
67 N -6.12 -1.00 0.12
68 H -6.83 -0.48 -2.94
69 H -7.29 1.00 -2.07
70 H -5.59 0.72 -2.51
71 C 2.47 1.15 10.07
72 C 1.16 1.71 9.65
73 N 0.14 2.15 9.32
74 H 2.80 1.63 10.99
75 H 2.37 0.08 10.25
76 H 3.20 1.31 9.29
77 C 3.95 -2.44 11.82
78 C 4.35 -1.03 12.09
79 N 4.66 0.08 12.30
80 H 2.91 -2.48 11.51
81 H 4.57 -2.85 11.03
82 H 4.08 -3.03 12.73
83 C -0.76 -1.91 -9.13
84 C -0.55 -2.59 -7.83
85 N -0.38 -3.12 -6.81
86 H -1.09 -2.63 -9.88
87 H -1.53 -1.14 -9.02
88 H 0.17 -1.44 -9.46
89 C 3.11 -6.69 -6.76
90 C 3.60 -5.90 -7.92
91 N 3.98 -5.28 -8.82
92 H 2.93 -6.03 -5.91
93 H 2.19 -7.20 -7.02
94 H 3.86 -7.43 -6.48
95 C 1.12 -5.64 3.66
96 C 0.75 -6.07 2.29
97 N 0.46 -6.40 1.22
98 H 2.10 -5.16 3.65
99 H 0.39 -4.93 4.05
100 H 1.16 -6.51 4.33
101 C 3.06 2.39 -9.73
102 C 3.90 2.46 -10.96
103 N 4.55 2.52 -11.91
104 H 3.19 1.42 -9.25
105 H 3.36 3.17 -9.03
106 H 2.01 2.53 -9.99
107 C 0.09 -3.06 13.69
108 C 1.43 -3.52 14.14
109 N 2.48 -3.87 14.49
110 H 0.11 -2.86 12.62
111 H -0.65 -3.82 13.90
112 H -0.18 -2.14 14.22
113 C -3.24 -2.36 -12.66
114 C -1.92 -2.88 -12.20
115 N -0.90 -3.28 -11.85
116 H -3.21 -2.15 -13.73
117 H -4.02 -3.10 -12.46
118 H -3.48 -1.44 -12.12
119 C -5.16 4.78 -0.88
120 C -6.53 4.55 -1.42
121 N -7.59 4.36 -1.83
122 H -4.82 3.90 -0.33
123 H -4.47 4.97 -1.71
124 H -5.16 5.64 -0.22


No. 2
Computed, not measured: C46H58AsN6O3PtS as an isolated structure in a non-equilibrium geometry, with the ωB97M-V functional and the def2-TZVPD basis.

As for the spin multiplicity: 5. The charge is +1. For the maximum force, the calculation gives 1.123 eV Å⁻¹. For the molar mass, the calculation gives 1045.1 g mol⁻¹. Its HOMO energy (spin up / spin down) is -9.185 / -10.085 eV. For the HOMO-LUMO gap (spin up / spin down), the calculation gives 0.2406 / 0.2190 Eh. The value obtained for the LUMO energy (spin up / spin down) is -2.637 / -4.124 eV.

CARTESIAN COORDINATES (ANGSTROEM)
1 Pt -0.11 -0.50 1.86
2 O -2.67 -5.04 3.42
3 C -2.62 -5.42 2.12
4 C -3.09 -6.67 1.72
5 C -3.06 -7.05 0.39
6 C -2.52 -6.19 -0.56
7 C -2.00 -4.98 -0.16
8 C -2.06 -4.57 1.16
9 C -1.56 -3.22 1.53
10 O -0.45 -2.79 1.12
11 N -2.41 -2.52 2.28
12 N -1.87 -1.44 2.80
13 C -2.46 -0.69 3.66
14 C -1.57 0.12 4.47
15 C -1.98 0.74 5.63
16 C -1.03 1.20 6.52
17 C 0.31 1.01 6.22
18 C 0.65 0.48 4.99
19 N -0.26 0.05 4.12
20 H -3.08 -5.72 3.95
21 H -3.49 -7.35 2.47
22 H -3.44 -8.01 0.10
23 H -2.51 -6.48 -1.61
24 H -1.55 -4.29 -0.87
25 H -3.50 -0.82 3.93
26 H -3.04 0.83 5.84
27 H -1.32 1.69 7.44
28 H 1.09 1.29 6.92
29 H 1.68 0.37 4.70
30 C 3.19 6.21 2.94
31 N 2.00 5.55 3.49
32 C 2.16 5.11 4.86
33 C 1.06 4.98 2.69
34 S 0.40 3.44 3.05
35 N 0.65 5.67 1.60
36 C -0.13 5.04 0.55
37 C 0.74 7.11 1.51
38 H 4.08 5.63 3.19
39 H 3.30 7.21 3.37
40 H 3.12 6.29 1.86
41 H 2.52 5.96 5.45
42 H 2.88 4.29 4.95
43 H 1.20 4.78 5.24
44 H -0.12 3.96 0.65
45 H 0.30 5.32 -0.42
46 H -1.16 5.39 0.58
47 H 1.04 7.54 2.47
48 H -0.25 7.50 1.25
49 H 1.44 7.43 0.74
50 C 2.75 0.33 1.96
51 C 2.32 1.73 1.45
52 C 2.40 1.78 -0.08
53 C 3.33 2.75 2.00
54 O 0.97 1.99 1.79
55 H 1.89 -0.37 1.86
56 H 3.08 0.33 3.00
57 H 3.58 -0.03 1.34
58 H 2.17 2.79 -0.42
59 H 3.39 1.50 -0.43
60 H 1.66 1.11 -0.51
61 H 4.34 2.43 1.74
62 H 3.25 2.81 3.08
63 H 3.15 3.73 1.56
64 C -3.47 -0.15 -6.69
65 C -2.73 -0.42 -5.41
66 C -3.41 -0.75 -4.25
67 C -2.73 -1.06 -3.07
68 C -3.56 -1.41 -1.86
69 C -1.33 -1.03 -3.06
70 As -0.46 -1.74 -1.42
71 N -0.26 -0.31 -0.33
72 C -1.00 0.85 -0.61
73 C -1.96 1.35 0.28
74 C -2.70 2.48 -0.02
75 C -2.49 3.15 -1.22
76 C -1.53 2.69 -2.10
77 C -0.79 1.56 -1.80
78 C 1.15 -2.67 -2.12
79 C 0.87 -3.79 -2.91
80 C -0.51 -4.30 -3.23
81 C 1.93 -4.52 -3.45
82 C 3.25 -4.17 -3.23
83 C 4.39 -4.95 -3.82
84 C 3.50 -3.05 -2.44
85 C 2.47 -2.31 -1.87
86 C 2.87 -1.11 -1.06
87 C -0.63 -0.65 -4.21
88 C 0.87 -0.50 -4.27
89 C -1.34 -0.35 -5.36
90 H -4.54 -0.24 -6.56
91 H -3.15 -0.85 -7.47
92 H -3.25 0.85 -7.06
93 H -4.49 -0.78 -4.24
94 H -4.28 -0.62 -1.66
95 H -2.96 -1.55 -0.96
96 H -4.12 -2.33 -2.04
97 H -2.16 0.82 1.21
98 H -3.46 2.83 0.67
99 H -3.08 4.03 -1.46
100 H -1.35 3.22 -3.03
101 H -0.01 1.24 -2.48
102 H -1.29 -3.56 -3.05
103 H -0.73 -5.19 -2.64
104 H -0.56 -4.60 -4.28
105 H 1.70 -5.38 -4.06
106 H 4.03 -5.83 -4.36
107 H 5.07 -5.29 -3.03
108 H 4.96 -4.34 -4.51
109 H 4.52 -2.74 -2.26
110 H 3.67 -1.38 -0.37
111 H 2.03 -0.72 -0.50
112 H 3.26 -0.33 -1.72
113 H 1.30 -0.31 -3.29
114 H 1.14 0.32 -4.93
115 H 1.34 -1.41 -4.66
116 H -0.80 -0.07 -6.26


No. 3
Computed, not measured: C46H58CaN4O2Te2 as an isolated structure in a non-equilibrium geometry, with the ωB97M-V functional and the def2-TZVPD basis.

Its energy relative to the best compared isomer or geometry (same formula, charge and spin) is 0.0 kJ/mol. For the maximum force, the calculation gives 1.657 eV Å⁻¹. For the molar mass, the calculation gives 994.3 g mol⁻¹. Its HOMO energy (spin up / spin down) is -7.186 / -7.119 eV. For the HOMO-LUMO gap (spin up / spin down), the calculation gives 0.2386 / 0.2344 Eh. The value obtained for the LUMO energy (spin up / spin down) is -0.693 / -0.742 eV.

CARTESIAN COORDINATES (ANGSTROEM)
1 Ca 0.64 -0.71 0.56
2 N -0.87 -2.00 -0.92
3 C -1.45 -1.44 -2.16
4 C -2.32 -0.22 -1.88
5 C -1.60 1.02 -1.35
6 N -1.17 0.85 0.06
7 H -0.32 -2.83 -1.12
8 H -1.59 -2.28 -0.26
9 H -2.05 -2.18 -2.68
10 H -0.63 -1.16 -2.81
11 H -3.12 -0.50 -1.19
12 H -2.80 0.06 -2.83
13 H -2.26 1.88 -1.46
14 H -0.71 1.20 -1.95
15 H -1.93 0.49 0.63
16 H -0.92 1.75 0.47
17 C 5.23 5.64 -7.07
18 C 4.59 4.72 -6.06
19 C 3.76 5.20 -5.07
20 C 3.17 4.36 -4.12
21 C 2.33 5.02 -3.05
22 C 3.41 2.98 -4.20
23 Te 2.51 1.69 -2.69
24 N 2.10 -0.14 -1.40
25 C 2.87 -1.05 -0.83
26 O 2.39 -1.79 0.13
27 C 4.30 -1.38 -1.22
28 C 4.76 -2.65 -0.88
29 C 6.06 -3.03 -1.15
30 C 6.94 -2.14 -1.76
31 C 6.49 -0.87 -2.10
32 C 5.18 -0.49 -1.83
33 C 1.14 0.99 -4.15
34 C 0.23 1.95 -4.60
35 C -0.74 1.63 -5.54
36 C -0.81 0.33 -6.03
37 C 0.10 -0.62 -5.60
38 C 1.09 -0.32 -4.66
39 C 2.05 -1.42 -4.27
40 C 4.27 2.48 -5.19
41 C 4.62 1.01 -5.32
42 C 4.84 3.35 -6.10
43 H 4.91 6.67 -6.92
44 H 4.96 5.35 -8.09
45 H 6.32 5.61 -7.01
46 H 3.57 6.27 -5.01
47 H 1.94 5.98 -3.40
48 H 2.93 5.22 -2.15
49 H 1.49 4.41 -2.72
50 H 4.07 -3.33 -0.39
51 H 6.40 -4.02 -0.88
52 H 7.96 -2.43 -1.97
53 H 7.16 -0.16 -2.57
54 H 4.86 0.50 -2.09
55 H 0.29 2.96 -4.23
56 H -1.43 2.39 -5.88
57 H -1.57 0.07 -6.76
58 H 0.05 -1.62 -6.00
59 H 1.85 -2.32 -4.85
60 H 1.98 -1.65 -3.21
61 H 3.09 -1.12 -4.45
62 H 4.24 0.42 -4.48
63 H 5.70 0.87 -5.36
64 H 4.19 0.59 -6.24
65 H 5.50 2.95 -6.87
66 C -0.79 -1.23 4.39
67 C -0.33 -0.91 2.98
68 O -0.65 -1.76 2.05
69 N 0.37 0.17 2.70
70 Te 0.63 1.96 4.01
71 C 1.54 3.18 5.62
72 C 1.44 2.76 6.95
73 C 0.79 1.46 7.38
74 C 1.95 3.57 7.97
75 C 2.55 4.79 7.70
76 C 3.10 5.66 8.81
77 C 2.63 5.20 6.37
78 C 2.13 4.43 5.33
79 C 2.23 4.98 3.93
80 C 2.52 1.81 3.04
81 C 2.70 2.31 1.73
82 C 1.67 3.09 0.94
83 C 3.92 2.07 1.09
84 C 4.94 1.35 1.68
85 C 6.24 1.09 0.96
86 C 4.73 0.86 2.96
87 C 3.54 1.06 3.65
88 C 3.39 0.45 5.02
89 H -1.37 -2.15 4.40
90 H -1.39 -0.41 4.79
91 H 0.08 -1.34 5.05
92 H 0.42 0.88 6.54
93 H -0.06 1.66 8.05
94 H 1.49 0.84 7.94
95 H 1.87 3.23 9.00
96 H 3.00 5.17 9.78
97 H 2.57 6.61 8.85
98 H 4.16 5.88 8.64
99 H 3.08 6.16 6.14
100 H 2.60 6.01 3.96
101 H 1.26 4.99 3.43
102 H 2.91 4.39 3.31
103 H 0.84 3.43 1.55
104 H 1.26 2.46 0.13
105 H 2.12 3.96 0.46
106 H 4.07 2.47 0.09
107 H 6.37 1.78 0.13
108 H 6.25 0.07 0.56
109 H 7.09 1.19 1.64
110 H 5.51 0.27 3.44
111 H 4.23 -0.20 5.24
112 H 2.48 -0.13 5.09
113 H 3.35 1.23 5.79